C52H96O26 | ωB97M-V/def2-TZVPD

Each line ends with the Löwdin charge.
CARTESIAN COORDINATES (ANGSTROEM)
O -26.749 12.015 9.553  0.10
C -26.709 12.823 8.668  -0.55
O -25.995 12.655 7.553  0.00
C -25.534 11.339 7.233  -0.22
C -25.115 11.248 5.773  -0.05
C -27.389 14.146 8.727  0.02
H -26.342 10.624 7.431  0.13
H -24.689 10.944 7.809  0.12
H -24.263 11.902 5.592  0.05
H -25.890 11.515 5.054  0.08
H -24.862 10.194 5.655  0.09
H -28.292 14.056 9.333  0.09
H -27.734 14.493 7.756  0.07
H -26.839 14.974 9.167  0.07
O -26.656 16.440 6.748  0.07
C -27.499 17.088 6.170  -0.52
O -27.994 18.292 6.468  0.00
C -27.474 19.227 7.439  -0.19
C -27.847 18.884 8.868  -0.06
C -28.186 16.512 4.951  0.03
H -27.996 20.141 7.150  0.12
H -26.410 19.454 7.337  0.11
H -28.911 18.934 9.089  0.08
H -27.417 19.668 9.501  0.08
H -27.427 17.929 9.168  0.07
H -29.266 16.535 5.105  0.09
H -27.861 15.474 4.921  0.08
H -27.934 16.984 4.007  0.09
O -25.598 13.736 3.041  0.10
C -24.401 13.724 2.972  -0.55
O -23.608 14.100 3.978  -0.06
C -24.103 14.759 5.172  -0.19
C -23.508 16.128 5.181  -0.05
C -23.592 13.048 1.895  0.03
H -23.909 14.114 6.031  0.11
H -25.188 14.705 5.051  0.11
H -23.756 16.652 4.253  0.09
H -22.421 16.234 5.101  0.06
H -23.806 16.588 6.123  0.07
H -22.698 12.652 2.376  0.07
H -23.356 13.681 1.049  0.09
H -24.127 12.150 1.587  0.09
O -19.078 17.319 12.062  0.11
C -19.286 16.255 12.556  -0.55
O -18.896 15.869 13.763  0.01
C -18.184 16.849 14.558  -0.21
C -16.668 16.904 14.388  -0.06
C -19.955 15.166 11.773  0.04
H -18.400 16.539 15.590  0.12
H -18.637 17.834 14.442  0.12
H -16.129 15.970 14.485  0.08
H -16.284 17.695 15.029  0.08
H -16.547 17.325 13.378  0.08
H -20.159 14.257 12.331  0.05
H -19.377 14.721 10.958  0.07
H -20.835 15.643 11.342  0.09
O -29.334 16.703 11.456  0.09
C -30.075 16.194 12.254  -0.54
O -29.758 15.209 13.100  0.01
C -28.458 14.700 13.145  -0.21
C -27.305 15.717 13.227  -0.06
C -31.484 16.665 12.521  0.02
H -28.232 14.046 12.298  0.12
H -28.319 14.041 13.999  0.12
H -27.551 16.688 12.808  0.04
H -26.405 15.308 12.779  0.07
H -27.067 15.887 14.283  0.08
H -32.193 15.873 12.291  0.09
H -31.750 17.529 11.916  0.08
H -31.542 17.008 13.554  0.09
O -20.316 10.197 13.421  0.12
C -20.206 11.329 13.066  -0.57
O -21.036 11.966 12.240  -0.03
C -22.333 11.386 12.011  -0.20
C -22.975 12.130 10.854  -0.05
C -18.998 12.152 13.427  0.02
H -22.939 11.567 12.905  0.13
H -22.335 10.303 11.893  0.12
H -22.411 12.139 9.918  0.05
H -23.179 13.131 11.240  0.08
H -23.926 11.694 10.533  0.08
H -19.349 12.834 14.209  0.10
H -18.543 12.671 12.591  0.07
H -18.245 11.532 13.902  0.09
O -26.262 20.756 13.457  0.11
C -26.599 19.860 12.748  -0.56
O -27.854 19.459 12.510  -0.03
C -28.871 20.174 13.255  -0.20
C -29.157 19.439 14.552  -0.05
C -25.637 18.932 12.063  0.02
H -29.767 20.305 12.658  0.12
H -28.446 21.157 13.462  0.11
H -29.129 18.357 14.404  0.07
H -30.180 19.699 14.831  0.08
H -28.437 19.675 15.329  0.08
H -26.159 18.116 11.581  0.06
H -25.032 18.471 12.849  0.10
H -24.997 19.520 11.414  0.09
O -21.777 11.939 7.419  0.11
C -20.898 12.128 6.630  -0.54
O -19.598 11.953 6.900  -0.02
C -19.184 11.565 8.219  -0.20
C -19.353 12.618 9.287  -0.06
C -21.128 12.736 5.278  0.03
H -18.105 11.456 8.105  0.11
H -19.602 10.588 8.452  0.13
H -18.927 12.277 10.228  0.08
H -20.404 12.864 9.440  0.06
H -18.825 13.532 9.001  0.08
H -21.959 12.176 4.851  0.08
H -20.276 12.637 4.608  0.09
H -21.402 13.786 5.342  0.08
O -22.434 17.338 9.493  0.10
C -22.847 16.367 8.936  -0.56
O -22.141 15.683 8.064  0.00
C -20.766 16.017 7.891  -0.20
C -20.438 17.236 7.058  -0.05
C -24.161 15.739 9.257  0.04
H -20.242 15.090 7.671  0.11
H -20.403 16.314 8.890  0.11
H -20.977 18.127 7.371  0.07
H -20.603 17.028 5.993  0.07
H -19.367 17.456 7.082  0.08
H -24.383 15.788 10.319  0.09
H -24.135 14.651 9.131  0.08
H -25.002 16.123 8.679  0.07
O -14.387 18.752 4.407  0.14
C -15.508 18.880 4.091  -0.52
O -16.499 18.830 5.008  0.01
C -17.806 18.900 4.389  -0.16
C -17.523 19.539 3.040  -0.16
C -16.100 19.123 2.686  -0.05
H -18.414 19.559 5.002  0.11
H -18.221 17.892 4.360  0.12
H -17.543 20.629 3.136  0.12
H -18.275 19.322 2.283  0.11
H -15.463 19.899 2.280  0.12
H -16.078 18.152 2.192  0.13
O -20.819 19.086 3.806  0.11
C -21.597 19.659 4.523  -0.46
O -22.916 19.355 4.574  0.03
C -23.590 19.901 5.680  -0.16
C -22.668 21.016 6.239  -0.12
C -21.323 20.664 5.616  -0.08
H -23.831 19.228 6.507  0.11
H -24.533 20.369 5.399  0.12
H -22.504 21.019 7.318  0.10
H -22.991 22.028 6.007  0.12
H -20.677 20.091 6.295  0.11
H -20.709 21.516 5.330  0.13
O -14.964 11.945 4.957  0.13
C -15.623 12.932 5.084  -0.48
O -15.630 13.932 4.177  0.03
C -16.566 14.974 4.521  -0.14
C -17.323 14.492 5.767  -0.14
C -16.500 13.285 6.260  -0.06
H -17.232 15.261 3.710  0.12
H -15.911 15.823 4.738  0.12
H -18.365 14.229 5.587  0.09
H -17.362 15.282 6.520  0.11
H -17.163 12.491 6.592  0.09
H -15.942 13.468 7.181  0.13
O -22.194 22.228 10.012  0.15
C -21.218 21.611 10.174  -0.54
O -20.020 22.211 10.252  0.03
C -18.939 21.266 10.135  -0.13
C -19.563 19.859 10.162  -0.12
C -21.073 20.146 10.406  -0.06
H -18.315 21.397 11.011  0.12
H -18.441 21.465 9.191  0.12
H -19.231 19.329 11.047  0.08
H -19.454 19.251 9.269  0.10
H -21.339 19.799 11.404  0.13
H -21.635 19.491 9.745  0.09

Highest occupied orbital energy: -0.3715 Eh
Multiplicity: 1
Charge: 0
Relative energy (zero: lowest compared OMol25 entry of this formula, charge and spin): 0.0 kcal/mol
E_LUMO: 0.25 eV
Largest force on an atom: 3.37 eV Å⁻¹